No. 1
{"formula": "C19H24N4O3S", "method": "the ωB97M-V functional and the def2-TZVPD basis", "elements": ["C", "C", "O", "C", "O", "C", "C", "C", "S", "C", "N", "C", "O", "C", "N", "C", "C", "N", "C", "C", "C", "C", "C", "C", "C", "C", "N", "H", "H", "H", "H", "H", "H", "H", "H", "H", "H", "H", "H", "H", "H", "H", "H", "H", "H", "H", "H", "H", "H", "H", "H"], "xyz": [[-6.9263, -2.3435, -0.8595], [-7.6179, -1.7247, 0.3465], [-6.7884, -0.7411, 0.9694], [-6.7744, 0.4750, 0.4253], [-7.4550, 0.8133, -0.5061], [-5.7519, 1.3593, 1.1126], [-4.4318, 1.1178, 0.4437], [-4.1701, 1.2676, -0.8826], [-2.5343, 0.8495, -1.2454], [-2.3362, 0.4990, 0.4481], [-1.1311, 0.0681, 0.9465], [-0.0383, -0.1205, 0.1423], [-0.0964, 0.0857, -1.0469], [1.1840, -0.5898, 0.9125], [2.3161, -0.8448, 0.0552], [3.3578, -1.6008, 0.7262], [4.4521, -1.9729, -0.2822], [5.0234, -0.7853, -0.8769], [6.0992, -0.1535, -0.2664], [6.2084, 1.2378, -0.1704], [7.3291, 1.8294, 0.3817], [8.3739, 1.0614, 0.8620], [8.2858, -0.3175, 0.7660], [7.1750, -0.9154, 0.2084], [3.9734, -0.0202, -1.5114], [2.8711, 0.3683, -0.5235], [-3.3791, 0.6763, 1.1862], [-7.5481, -3.1324, -1.2729], [-5.9657, -2.7616, -0.5680], [-6.7641, -1.5862, -1.6226], [-7.8044, -2.4703, 1.1219], [-8.5593, -1.2543, 0.0444], [-6.0534, 2.4012, 1.0008], [-5.6639, 1.0910, 2.1633], [-4.8439, 1.5935, -1.6478], [-1.1000, -0.1062, 1.9409], [0.9174, -1.5239, 1.4183], [1.4033, 0.1664, 1.6949], [2.9213, -2.5133, 1.1402], [3.8135, -1.0228, 1.5528], [5.2157, -2.5635, 0.2197], [4.0061, -2.5739, -1.0805], [5.4136, 1.8782, -0.5196], [7.3781, 2.9074, 0.4436], [9.2440, 1.5276, 1.2984], [9.0972, -0.9366, 1.1215], [7.1540, -1.9909, 0.1197], [4.3896, 0.8598, -1.9996], [3.5271, -0.6588, -2.2803], [2.0787, 0.8955, -1.0536], [3.2828, 1.0279, 0.2631]], "atomic_forces_ev_per_a": [[-0.0401, 0.2699, 0.3094], [-0.2938, -0.2329, -0.3989], [0.1977, -0.1712, 0.2993], [0.0451, 0.4227, 0.2332], [-0.1067, 0.0112, -0.1723], [-0.1620, -0.1229, -0.1670], [0.0094, 0.1592, -0.6251], [0.1966, -0.0655, 0.2635], [-0.5843, 0.0831, 0.4239], [-0.2148, 0.2449, -0.9220], [0.1433, -0.0939, 0.2258], [0.0621, -0.1071, 0.5346], [0.2763, -0.1004, -0.1673], [0.3541, -0.0036, -0.1842], [-0.2483, -0.0184, 0.0955], [0.1603, -0.2108, -0.0806], [-0.1345, -0.1486, 0.3947], [-0.1178, -0.1393, -0.3193], [0.3476, 0.1648, 0.0494], [-0.2298, -0.0428, -0.0905], [0.1591, 0.0145, 0.0703], [0.0935, 0.1295, 0.0398], [-0.0014, 0.0047, 0.0544], [-0.0715, -0.1026, 0.0581], [-0.1501, 0.2851, 0.0954], [0.0860, 0.1375, -0.2987], [0.3798, -0.2037, 0.6628], [-0.0549, -0.1042, -0.0670], [0.0712, -0.0772, -0.0018], [0.0082, 0.0135, -0.0810], [-0.0004, 0.1269, -0.0698], [0.1139, -0.1105, 0.1227], [-0.0671, -0.0923, 0.0452], [-0.0255, 0.0604, -0.0286], [-0.2071, 0.0789, -0.1942], [0.0521, 0.0054, -0.0926], [-0.0079, 0.0941, 0.0321], [-0.0568, -0.1152, -0.0415], [0.0146, 0.0192, 0.0361], [-0.0280, -0.0630, -0.0220], [-0.0420, -0.0047, -0.0753], [0.0342, -0.0509, 0.0806], [-0.0883, 0.0104, -0.0239], [-0.0043, 0.0698, -0.0017], [0.0706, 0.0397, 0.0299], [0.0531, -0.0548, 0.0121], [-0.0091, -0.0731, -0.0385], [-0.0244, -0.0384, -0.0178], [-0.0044, 0.1013, -0.0019], [0.0713, 0.0290, 0.0445], [-0.0248, -0.0279, -0.0299]], "total_charge": 0, "homo_lumo_gap_ev": 8.27, "smiles": "CCOC(=O)Cc1csc(NC(=O)CN2CCN(c3ccccc3)CC2)n1", "de_lowest_kcal_mol": 31.93}

=====

No. 2
{"formula": "C19H24N4O5SiV", "method": "the ωB97M-V functional and the def2-TZVPD basis", "elements": ["V", "C", "C", "C", "C", "C", "C", "N", "N", "Si", "C", "C", "C", "H", "H", "H", "H", "H", "H", "H", "H", "H", "H", "H", "H", "H", "H", "H", "O", "C", "O", "C", "C", "C", "N", "C", "C", "C", "O", "O", "H", "H", "H", "N", "C", "O", "C", "C", "H", "H", "H", "H", "H", "H"], "xyz": [[-0.4446, -0.0333, -0.2909], [3.4065, -0.0789, 0.4700], [2.3623, 0.6177, 1.2756], [2.6991, 1.5254, 2.2621], [1.7092, 2.1085, 3.0378], [0.3791, 1.7884, 2.8431], [0.0815, 0.8971, 1.8288], [1.0556, 0.3364, 1.0734], [-1.1580, 0.4855, 1.3163], [-2.7675, 0.7561, 2.1083], [-2.6333, 0.0107, 3.7867], [-3.9866, -0.1305, 1.0453], [-3.1154, 2.5636, 2.1345], [4.2791, -0.2728, 1.0911], [3.7314, 0.5366, -0.3725], [3.0360, -1.0214, 0.0870], [3.7414, 1.7577, 2.4288], [1.9791, 2.8219, 3.8057], [-0.4045, 2.2216, 3.4475], [-2.0511, -0.9130, 3.7794], [-3.6332, -0.2251, 4.1602], [-2.1726, 0.6970, 4.4993], [-3.7431, -1.1880, 0.9125], [-4.0764, 0.3439, 0.0649], [-4.9735, -0.0803, 1.5113], [-2.6330, 3.0750, 2.9689], [-4.1941, 2.7103, 2.2391], [-2.8047, 3.0502, 1.2076], [3.5652, -0.0155, -5.9739], [4.0421, 0.2124, -4.8523], [5.1839, 0.4204, -4.4293], [3.0007, 0.0788, -3.7936], [2.8642, -1.0887, -3.0351], [1.8890, -1.1903, -2.0758], [1.0416, -0.1863, -1.8131], [1.1340, 0.9373, -2.5802], [2.0586, 1.1047, -3.5622], [0.1008, 1.9403, -2.2495], [-0.1251, 2.9974, -2.7030], [-0.6750, 1.4100, -1.1729], [3.5486, -1.9127, -3.1876], [1.7696, -2.0865, -1.4795], [2.0598, 2.0111, -4.1538], [-0.9191, -4.0244, 0.5376], [-0.8752, -2.8677, -0.0836], [-0.1305, -1.9383, 0.3291], [-1.6983, -2.5882, -1.2974], [-1.6549, -1.0915, -1.5592], [-0.3411, -4.1857, 1.3493], [-1.5184, -4.7669, 0.2145], [-2.7180, -2.9517, -1.1523], [-1.2706, -3.1527, -2.1293], [-2.5855, -0.5785, -1.2802], [-1.4152, -0.8470, -2.5882]], "atomic_forces_ev_per_a": [[-0.4364, -0.7346, -0.3451], [0.0226, 0.0494, -0.0255], [-0.3386, -0.1558, -0.0587], [0.0751, 0.0110, 0.0895], [0.0012, 0.0485, 0.0609], [-0.3519, 0.0639, 0.1793], [0.1756, -0.2599, -0.1621], [0.2925, 0.3636, 0.1799], [0.6714, 0.2103, 0.1651], [0.2038, -0.0024, -0.1961], [0.0380, -0.1188, 0.2910], [-0.1065, -0.1377, -0.2313], [-0.0289, 0.2775, -0.0077], [0.0207, 0.0396, -0.0168], [-0.0288, -0.0204, -0.0259], [0.0256, -0.0584, 0.0329], [-0.0037, -0.0074, 0.0089], [-0.0036, -0.0258, 0.0106], [0.0061, 0.0368, -0.0284], [-0.0414, -0.0087, 0.0130], [0.0334, 0.0086, 0.0280], [0.0090, -0.0456, 0.0150], [-0.0290, 0.0077, -0.0016], [-0.0465, -0.0284, 0.0069], [0.0183, -0.0113, 0.0003], [-0.0079, 0.0170, -0.0303], [0.0328, 0.0413, 0.0170], [-0.0291, 0.0019, 0.0031], [-0.0854, 0.2514, 0.0912], [0.7107, -0.6171, -0.5010], [-0.1255, 0.2173, 0.0506], [-0.7358, 0.1462, 0.4277], [0.2477, -0.0489, -0.1301], [-0.2081, 0.0757, 0.0427], [-0.0558, 0.3016, 0.2562], [-0.0705, -0.4869, 0.4039], [0.2279, 0.0126, -0.1798], [-0.0892, -0.4635, 0.3109], [-0.0786, 0.2292, -0.0886], [-0.1332, 1.0999, -0.7047], [-0.0028, 0.0097, -0.0549], [0.0412, 0.0100, 0.0231], [0.0378, -0.0134, -0.0095], [-0.0004, -0.1993, 0.0538], [0.1244, 0.3886, -0.0102], [0.0235, -0.5036, -0.0215], [-0.0749, 0.0496, -0.0213], [0.0511, -0.0756, 0.1520], [0.0113, 0.0078, -0.0231], [0.0413, -0.0059, -0.0019], [0.0008, -0.0389, -0.0527], [-0.0053, -0.0099, -0.0150], [0.0229, 0.0119, 0.0448], [-0.0487, 0.0895, -0.0145]], "total_charge": 1, "homo_lumo_gap_ev": 4.67}

=====

No. 3
{"formula": "C19H25As3F5IrO", "method": "the ωB97M-V functional and the def2-TZVPD basis", "elements": ["Ir", "C", "As", "C", "C", "C", "C", "C", "C", "C", "As", "C", "C", "H", "H", "H", "H", "H", "H", "H", "H", "H", "H", "H", "H", "H", "H", "H", "H", "F", "C", "C", "F", "C", "F", "C", "O", "C", "F", "C", "F", "C", "As", "C", "C", "H", "H", "H", "H", "H", "H", "H", "H", "H"], "xyz": [[0.2582, -0.0197, -0.0249], [0.2998, 0.6282, 3.5345], [-0.0547, -0.6532, 2.1677], [0.8829, -2.2562, 2.6480], [-1.8689, -1.1821, 2.1987], [-2.6455, -1.1279, 3.3499], [-3.8999, -1.7271, 3.3453], [-4.3697, -2.3654, 2.2034], [-3.5995, -2.3975, 1.0453], [-2.3502, -1.7901, 1.0439], [-1.3063, -1.6609, -0.5362], [-0.7019, -3.4074, -1.0064], [-2.4553, -1.0364, -1.9290], [0.1859, 0.0729, 4.4650], [-0.4032, 1.4543, 3.4783], [1.3184, 1.0006, 3.4547], [0.4682, -2.6014, 3.5953], [1.9478, -2.0777, 2.7665], [0.7076, -3.0057, 1.8834], [-2.2925, -0.6452, 4.2527], [-4.5080, -1.7068, 4.2397], [-5.3498, -2.8218, 2.2064], [-3.9958, -2.8865, 0.1638], [-1.5990, -3.9826, -1.2383], [-0.1808, -3.8583, -0.1669], [-0.0588, -3.3753, -1.8831], [-3.2938, -1.7313, -1.9541], [-1.9297, -1.0565, -2.8814], [-2.7991, -0.0296, -1.7071], [0.7144, 6.7215, -0.6996], [0.2986, 5.5039, -0.6778], [1.1594, 4.5058, -0.1096], [2.3225, 4.8692, 0.3553], [0.7193, 3.2314, -0.0897], [1.4633, 2.2137, 0.4046], [-0.5579, 2.8646, -0.6054], [-0.9357, 1.6553, -0.5421], [-1.3893, 3.8890, -1.1856], [-2.5465, 3.5405, -1.6734], [-0.9667, 5.1872, -1.2120], [-1.6958, 6.1418, -1.7199], [3.4809, -0.2541, -1.7369], [2.5495, -0.9365, -0.2040], [2.6837, -2.8462, -0.3684], [3.6160, -0.4520, 1.3303], [4.4733, -0.7028, -1.6799], [3.5636, 0.8293, -1.6964], [2.9868, -0.5662, -2.6530], [3.6895, -3.1586, -0.0928], [2.5012, -3.1250, -1.4046], [1.9634, -3.3298, 0.2784], [4.2886, -1.2804, 1.5420], [3.0031, -0.2464, 2.2004], [4.1995, 0.4355, 1.0923]], "atomic_forces_ev_per_a": [[1.7941, 2.4871, -0.8964], [0.0846, 0.1590, -0.0951], [0.2035, -0.7440, 0.4976], [0.0563, 0.0321, 0.2679], [-0.3552, 0.0981, 0.2514], [-0.0149, -0.1365, 0.0130], [-0.0063, -0.0185, -0.0560], [0.0580, 0.0566, 0.0031], [-0.1007, 0.0784, 0.0441], [-0.3339, -0.1089, 0.1540], [0.0029, -0.5968, -0.2112], [-0.0202, -0.0946, -0.1411], [0.0542, 0.0423, -0.1262], [0.0004, 0.1379, 0.1370], [-0.0681, 0.0157, 0.0593], [0.0410, -0.0036, 0.0501], [0.0224, -0.0580, 0.0152], [0.0326, -0.0509, 0.0245], [-0.0785, -0.0788, 0.0421], [0.0344, -0.0049, -0.0010], [-0.0141, 0.0420, -0.0120], [0.0037, -0.0580, 0.0124], [0.0045, 0.0166, -0.0323], [0.0489, -0.1256, 0.0042], [-0.0504, -0.0767, 0.0025], [-0.0157, 0.0021, -0.0312], [-0.0893, 0.0378, -0.1087], [-0.0248, -0.0278, -0.0501], [-0.0447, -0.0022, 0.0419], [0.0156, 0.0282, 0.0063], [0.0518, 0.0073, 0.0208], [0.0726, 0.3387, -0.0200], [-0.0109, -0.0155, -0.0075], [-0.1582, 0.0669, -0.0994], [0.0588, -0.1730, 0.0229], [0.1478, -0.2088, 0.2023], [-0.8935, -0.3244, -0.2779], [-0.0686, -0.1917, 0.0305], [0.0076, -0.0624, 0.0333], [0.1511, 0.2578, 0.0122], [0.0061, -0.0420, 0.0092], [-0.1461, 0.1651, -0.0148], [-0.9727, -0.9922, 0.4874], [0.1899, -0.0171, -0.1451], [0.0749, 0.2185, -0.1006], [0.0547, 0.0359, -0.0723], [0.0334, 0.0205, -0.0204], [0.0070, -0.0119, -0.0543], [0.0403, -0.0228, -0.0131], [-0.0232, -0.0338, -0.0073], [0.0466, -0.0822, 0.0252], [0.0598, -0.0078, 0.0385], [0.0006, 0.0180, 0.0756], [0.0299, 0.0091, 0.0090]], "s2": 0.77, "total_charge": 3, "homo_lumo_gap_ev": [7.38, 6.43], "multiplicity": 2}

=====

Energy per entry: -1581.37390; -2566.98089; -8124.12676 Eh